Record 1
C31H53AsFN6O3RuS2Si3Te as an isolated structure at a distorted geometry. Source: the OMol25 dataset; level of theory: ωB97M-V/def2-TZVPD.

Geometry as XYZ:
```
102
Properties=species:S:1:pos:R:3:forces:R:3
Ru 0.5802 -2.4919 -2.0185 -1.30 0.58 0.21
N -0.8718 -3.0792 -4.0827 -0.18 0.07 0.02
N 0.0522 -4.1188 -4.1678 0.07 -0.27 -0.14
C 0.9997 -4.1163 -3.2408 -0.53 -0.34 -0.67
N 1.8454 -5.1304 -3.2469 0.07 0.11 0.07
S -0.4931 -4.0469 -0.6771 0.08 -0.03 -0.85
H -1.8267 -3.4207 -4.1012 0.04 -0.12 0.11
H -0.7477 -2.3850 -4.8235 0.17 -0.06 0.01
H -0.0430 -4.8422 -4.8735 0.00 0.12 -0.10
H 1.7478 -5.8875 -3.9101 0.10 -0.02 0.01
H 2.5922 -5.2068 -2.5793 0.01 0.10 0.02
F 0.7262 2.0992 4.1603 -0.08 0.15 0.08
C -0.0210 2.3900 3.0797 0.30 -0.46 -0.21
C 0.1354 1.5781 1.9951 0.00 0.10 0.11
C -0.6478 1.7477 0.8438 -0.20 0.21 0.22
C -0.4674 0.9489 -0.3173 -0.23 0.17 -0.53
O 0.5477 0.0906 -0.3840 -0.28 0.49 0.40
C -1.3481 1.1389 -1.3791 0.51 -0.54 0.16
C -2.3033 2.1304 -1.2948 -0.08 0.27 0.28
N -2.4453 2.9326 -0.2360 0.04 -0.40 -0.33
C -3.3973 4.0271 -0.3053 -0.20 0.36 0.05
C -4.6185 4.0104 0.5705 -0.04 -0.05 0.09
C -4.7505 3.8090 -0.9060 -0.03 -0.09 -0.05
C -1.6249 2.7702 0.8649 0.23 -0.28 0.01
C -1.7195 3.6235 1.9639 -0.03 0.14 0.37
C -0.9256 3.4767 3.1011 -0.29 0.23 -0.41
N -1.0103 4.3829 4.1486 0.17 -0.05 0.17
C -2.2414 5.0681 4.4996 0.05 0.10 0.04
C -1.9693 6.5764 4.5945 -0.53 -0.25 -0.22
N -0.5813 6.7882 5.1326 0.07 0.04 0.04
C -0.1921 5.6856 6.0614 0.10 -0.47 0.17
C -0.0461 4.3893 5.2528 0.08 -0.05 -0.05
C -1.2553 0.3933 -2.6976 -0.46 0.38 -0.84
O -1.8917 0.8829 -3.6368 0.11 -0.16 1.14
O -0.5081 -0.6276 -2.7813 0.41 -0.74 0.75
H 0.8516 0.7690 2.0363 0.03 0.01 0.05
H -2.9547 2.3006 -2.1413 0.04 0.03 -0.03
H -2.9075 4.9752 -0.4956 -0.01 -0.03 0.01
H -4.9582 4.9434 0.9982 0.06 0.04 -0.02
H -4.7699 3.1461 1.2037 0.02 -0.05 -0.04
H -5.1616 4.6083 -1.5044 0.07 0.04 -0.01
H -5.0190 2.8217 -1.2549 0.05 -0.05 0.05
H -2.4370 4.4264 1.9182 0.02 0.04 -0.02
H -2.6094 4.6947 5.4607 -0.05 -0.03 -0.06
H -3.0243 4.8889 3.7697 -0.01 0.02 0.03
H -2.6928 7.0465 5.2589 0.16 0.09 0.08
H -2.0329 7.0562 3.6197 0.12 0.05 0.04
H -0.5135 7.6959 5.5974 0.03 0.01 -0.05
H 0.0830 6.7880 4.3557 -0.03 0.14 0.00
H -0.9587 5.6051 6.8299 -0.03 0.13 -0.05
H 0.7512 5.9249 6.5484 -0.04 0.12 -0.04
H -0.1779 3.5434 5.9333 0.02 0.07 0.02
H 0.9598 4.3301 4.8385 -0.01 0.01 0.05
C 1.1326 -2.2813 3.8535 -0.31 -0.13 -0.32
Si -0.1024 -3.0235 2.6331 0.12 0.30 -0.01
C -1.6291 -1.9463 2.3232 0.24 -0.30 0.00
C -0.4072 -4.8585 2.9415 0.10 0.42 -0.17
As 1.0363 -2.9830 0.4331 0.58 -0.38 1.42
Si 2.9689 -4.5164 0.4855 0.25 0.08 -0.06
C 3.9194 -4.1785 2.0797 -0.35 -0.11 -0.25
C 2.3509 -6.2890 0.2946 0.02 0.43 0.08
C 4.0165 -3.9000 -0.9852 -0.30 -0.15 0.27
Si 2.1016 0.4891 -0.9887 0.72 -0.09 -0.07
C 2.4009 -0.3947 -2.6437 -0.37 0.30 0.53
C 3.3171 -0.1155 0.3172 -0.33 0.21 -0.36
C 2.1468 2.3529 -1.1910 -0.13 -0.40 0.05
H 0.8104 -2.4765 4.8777 -0.05 -0.04 0.03
H 1.2322 -1.2011 3.7421 -0.03 0.03 -0.06
H 2.1189 -2.7274 3.7284 0.00 -0.04 0.03
H -2.5463 -2.4848 2.5612 -0.02 -0.04 0.01
H -1.6815 -1.6616 1.2703 -0.03 -0.03 -0.02
H -1.6141 -1.0339 2.9199 0.11 0.00 0.08
H -1.2533 -5.0086 3.6138 -0.03 0.08 0.04
H 0.4656 -5.3198 3.4056 0.05 0.02 -0.02
H -0.6224 -5.3894 2.0141 -0.05 -0.01 0.01
H 3.4648 -4.6597 2.9460 -0.06 -0.01 0.01
H 3.9941 -3.1084 2.2804 0.04 0.03 -0.03
H 4.9352 -4.5676 1.9932 0.03 -0.03 -0.08
H 2.1107 -6.7121 1.2707 -0.03 0.03 0.04
H 3.1110 -6.9317 -0.1524 0.09 0.06 -0.02
H 1.4500 -6.3438 -0.3188 0.01 0.02 -0.04
H 4.8041 -3.2356 -0.6275 -0.02 0.06 0.05
H 3.4222 -3.3356 -1.7092 0.08 -0.01 -0.07
H 4.5230 -4.7150 -1.5066 0.00 -0.05 0.00
H 3.4662 -0.4410 -2.8716 0.06 -0.16 0.09
H 1.9087 0.1373 -3.4577 -0.10 -0.13 -0.05
H 2.0313 -1.4544 -2.7168 0.74 0.31 -0.33
H 3.3523 -1.2031 0.3777 0.03 -0.05 -0.04
H 3.0901 0.2700 1.3122 -0.02 0.05 0.01
H 4.3149 0.2360 0.0489 0.07 -0.01 0.01
H 1.3959 2.7099 -1.8977 0.00 -0.03 -0.07
H 3.1216 2.6775 -1.5544 0.06 -0.03 -0.04
H 1.9721 2.8533 -0.2367 0.03 -0.01 0.06
Te -0.5288 0.0683 -5.9098 -0.05 -0.04 -1.04
C -0.7785 -1.0233 -7.6616 0.53 -0.11 0.12
C -1.9436 -1.2492 -8.3567 0.06 0.22 0.12
C -1.7494 -2.0016 -9.5327 0.03 -0.21 -0.12
C -0.4428 -2.3485 -9.7252 0.11 -0.04 0.03
S 0.5645 -1.7733 -8.4730 -0.42 0.04 0.16
H -2.9005 -0.8680 -8.0322 -0.01 0.04 -0.01
H -2.5412 -2.2786 -10.2117 -0.01 0.01 -0.03
H -0.0174 -2.9054 -10.5444 -0.04 0.02 -0.07
```
Positions in Å, forces in eV/Å.

Net charge: +3
HOMO (spin up / spin down) (eV): -12.518 / -12.412
<S²>: 6.04
Multiplicity: 5
Orbital gap (spin up / spin down) (eV): 4.754 / 4.414
Total energy (eV): -166802.4444
Energy relative to the best compared isomer or geometry (same formula, charge and spin) (eV): 1.1278

Here are the Löwdin charges for atoms 1 to 2, given in e: atom 1 (Ru): 0.864, atom 2 (N): 0.015

Record 2
A 10-piece molecular cluster, C6H28O9 overall at a distorted geometry. Source: the OMol25 dataset; level of theory: ωB97M-V/def2-TZVPD.

Geometry as XYZ:
```
43
Properties=species:S:1:pos:R:3:forces:R:3
C 0.4847 0.1050 -3.9083 0.69 -1.86 -0.20
C 0.2975 0.4295 -2.4900 0.13 1.22 -1.02
C 0.8007 -0.3655 -1.4506 -0.26 -0.98 -0.28
C 1.4108 -1.6742 -1.6514 0.05 -0.42 0.81
C 0.6429 2.8160 -2.3382 0.26 -0.24 -0.74
C -0.2129 1.8072 -2.3360 -0.13 0.10 1.38
H 0.5745 -0.9631 -4.1350 -0.04 0.02 0.33
H 1.4077 0.5067 -4.3483 0.15 0.39 0.46
H -0.2829 0.4846 -4.5271 -0.99 0.70 -0.47
H 0.7164 -0.0557 -0.4227 -0.05 0.55 0.04
H 1.3103 -2.2164 -0.7068 0.12 -0.10 -0.04
H 2.5047 -1.5534 -1.7553 -0.02 0.10 -0.08
H 1.0461 -2.3057 -2.4584 -0.03 0.38 -0.24
H 1.6932 2.5866 -2.4867 0.08 0.46 -0.02
H 0.2890 3.8364 -2.3553 0.19 0.07 0.36
H -1.2497 2.0330 -2.1070 -0.19 -0.49 -0.40
H -4.4939 0.3012 -0.3143 -0.14 -0.24 0.06
H -3.8140 -1.0815 -0.5663 -0.12 -0.48 0.28
O -3.7401 -0.1412 -0.7125 0.21 0.52 -0.46
H -0.2984 -0.0185 4.0087 -0.01 0.20 0.06
H 1.0730 0.6023 4.1039 0.12 -0.05 -0.09
O 0.6400 -0.2569 4.0638 -0.06 -0.41 -0.05
H 3.4087 1.8409 -0.6346 -0.57 -0.25 0.56
H 3.8889 0.9588 0.6663 -0.83 0.12 -0.07
O 4.1148 1.4928 -0.0960 1.32 0.11 -0.45
H -1.5804 1.9048 3.0829 0.29 -0.08 -0.05
H -2.6292 0.9473 3.5683 -0.03 -0.14 0.16
O -1.7051 1.1798 3.7056 -0.38 0.12 -0.08
H 1.1278 -0.8528 1.5197 0.14 0.16 0.13
H 1.4497 -1.6760 2.6895 0.53 0.36 0.16
O 1.6858 -1.6053 1.7468 -0.37 -0.22 -0.04
H 0.5095 1.3457 1.3507 -0.49 -0.08 0.45
H 1.3481 2.5526 1.5071 0.25 0.14 0.43
O 1.0798 1.7698 2.0080 0.02 0.17 -0.91
H -0.7750 -2.5907 2.7505 -0.50 -0.27 0.04
H 0.3102 -3.0037 1.8450 -0.25 -0.36 -0.35
O -0.6243 -3.2233 2.0326 0.74 0.49 0.35
H -1.8899 1.7071 -0.0816 -0.35 -0.18 -0.15
H -2.0953 0.2060 0.3063 -0.45 0.48 -0.20
O -1.7547 1.0634 0.6143 1.16 -0.11 0.56
H -1.6245 -2.9632 0.7023 -0.54 -0.45 -0.14
H -2.7783 -3.2975 -0.4232 0.31 -0.63 0.31
O -2.2664 -2.6327 0.0331 0.05 1.19 -0.38
```
Positions in Å, forces in eV/Å.

Net charge: +1
HOMO (spin up / spin down) (eV): -13.557 / -13.557
<S²>: 0.75
Multiplicity: 2
Orbital gap (spin up / spin down) (eV): 9.171 / 5.542
Total energy (eV): -25094.3496
Energy relative to the best compared isomer or geometry (same formula, charge and spin) (eV): 0.0000

Here are the Löwdin charges for atoms 1 to 2, given in e: atom 1 (C): 0.011, atom 2 (C): -0.137